1.
C46H54O5PRhSSe | ωB97M-V/def2-TZVPD

Max |F| in Eh/bohr: 0.065
E_LUMO (alpha / beta) in eV: 0.14 / -2.91
Multiplicity: 5
Orbital gap (alpha / beta) in eV: 7.7 / 4.1

Cartesian coordinates (Å):
1 Rh 1.343 -0.718 0.753
2 C -2.176 5.685 -0.685
3 C -0.740 5.903 -0.129
4 C 0.007 6.992 -0.947
5 C -0.753 6.283 1.370
6 C -0.034 4.547 -0.227
7 C -0.477 3.499 0.579
8 C 0.163 2.262 0.532
9 Se -0.328 0.914 1.814
10 C -1.762 0.138 0.787
11 C -3.048 0.698 0.864
12 C -4.115 0.251 0.056
13 C -3.842 -0.755 -0.948
14 C -2.542 -1.274 -1.136
15 C -1.495 -0.825 -0.219
16 O -0.260 -1.337 -0.307
17 C -2.186 -2.126 -2.348
18 C -1.116 -1.388 -3.186
19 C -3.422 -2.275 -3.269
20 C -1.682 -3.516 -2.001
21 C -5.486 0.942 0.165
22 C -5.379 2.408 -0.208
23 C -6.598 0.449 -0.798
24 C -5.964 0.887 1.631
25 C 1.071 2.008 -0.491
26 O 1.592 0.810 -0.699
27 C 1.575 3.062 -1.299
28 C 1.004 4.339 -1.109
29 C 2.753 2.831 -2.226
30 C 3.966 2.407 -1.367
31 C 3.226 4.148 -2.923
32 C 2.428 1.817 -3.382
33 H -2.819 6.502 -0.333
34 H -2.578 4.716 -0.289
35 H -2.239 5.643 -1.815
36 H -0.638 7.884 -0.842
37 H 0.058 6.757 -1.997
38 H 0.995 7.209 -0.505
39 H -1.253 7.326 1.449
40 H 0.276 6.492 1.757
41 H -1.271 5.580 2.018
42 H -1.277 3.636 1.315
43 H -3.202 1.561 1.545
44 H -4.667 -1.110 -1.508
45 H -1.503 -0.385 -3.510
46 H -0.839 -1.957 -4.076
47 H -0.151 -1.230 -2.667
48 H -3.840 -1.306 -3.593
49 H -4.226 -2.848 -2.724
50 H -3.191 -2.833 -4.155
51 H -0.890 -3.481 -1.248
52 H -1.423 -4.060 -2.920
53 H -2.580 -4.025 -1.586
54 H -4.980 2.568 -1.231
55 H -4.833 2.975 0.591
56 H -6.411 2.849 -0.194
57 H -6.398 0.750 -1.829
58 H -7.589 0.888 -0.505
59 H -6.723 -0.649 -0.712
60 H -5.263 1.572 2.160
61 H -5.935 -0.152 2.019
62 H -6.985 1.298 1.746
63 H 1.286 5.136 -1.806
64 H 4.117 3.189 -0.578
65 H 4.876 2.482 -1.944
66 H 3.870 1.419 -0.917
67 H 3.592 4.849 -2.162
68 H 2.437 4.606 -3.533
69 H 4.080 3.920 -3.589
70 H 1.962 0.889 -2.990
71 H 3.394 1.547 -3.860
72 H 1.726 2.244 -4.123
73 O 2.735 0.186 2.137
74 S 4.082 -0.135 1.617
75 O 5.099 0.864 1.973
76 O 4.029 -0.521 0.197
77 C 4.532 -1.575 2.587
78 C 5.617 -1.471 3.511
79 C 5.984 -2.587 4.236
80 C 5.342 -3.757 4.034
81 C 4.345 -3.875 3.030
82 C 3.734 -2.731 2.505
83 P 2.084 -2.736 1.617
84 C 2.477 -3.944 0.313
85 C 1.832 -5.207 0.294
86 C 1.992 -5.979 -0.866
87 C 2.812 -5.604 -1.925
88 C 3.475 -4.344 -1.838
89 C 3.367 -3.569 -0.696
90 C 0.835 -3.467 2.737
91 C -0.510 -3.027 2.556
92 C -1.536 -3.674 3.177
93 C -1.317 -4.797 3.942
94 C -0.024 -5.191 4.210
95 C 1.069 -4.597 3.518
96 H 6.113 -0.500 3.613
97 H 6.813 -2.605 4.932
98 H 5.695 -4.664 4.517
99 H 4.038 -4.831 2.631
100 H 1.225 -5.542 1.133
101 H 1.544 -6.937 -0.985
102 H 2.949 -6.237 -2.744
103 H 4.143 -4.000 -2.627
104 H 3.956 -2.667 -0.620
105 H -0.754 -2.256 1.825
106 H -2.553 -3.293 3.031
107 H -2.159 -5.355 4.365
108 H 0.168 -5.921 4.932
109 H 2.079 -4.971 3.628


2.
C46H56F32O26 | ωB97M-V/def2-TZVPD

Structure (SMILES): O=C1OC[C@@H](F)O1.O=C1OC[C@@H](F)O1.CCOC(=O)C(F)(F)F.CCOC(=O)C(F)(F)F.CCOC(=O)C(F)(F)F.CCOC(=O)C(F)(F)F.CCOC(=O)C(F)(F)F.CCOC(=O)C(F)(F)F.CCOC(=O)C(F)(F)F.CCOC(=O)C(F)(F)F.CCOC(=O)C(F)(F)F.CCOC(=O)C(F)(F)F
Max |F| in Eh/bohr: 0.115
E_LUMO in eV: 0.14
Multiplicity: 1
Orbital gap in eV: 11.0

Cartesian coordinates (Å):
1 O 5.867 -4.488 2.032
2 C 5.811 -3.391 2.584
3 O 6.253 -2.202 2.051
4 C 6.315 -1.207 3.021
5 C 5.237 -1.752 3.964
6 F 4.054 -1.310 3.530
7 O 5.292 -3.130 3.796
8 H 7.289 -1.123 3.504
9 H 6.046 -0.209 2.674
10 H 5.449 -1.564 5.016
11 O -5.198 -4.320 0.059
12 C -4.325 -4.176 -0.824
13 O -4.418 -3.734 -2.073
14 C -3.161 -3.603 -2.654
15 C -2.450 -4.662 -1.841
16 F -1.160 -4.353 -1.856
17 O -3.070 -4.523 -0.603
18 H -3.080 -3.693 -3.737
19 H -2.726 -2.616 -2.496
20 H -2.655 -5.591 -2.373
21 C 1.329 4.378 -1.327
22 C 0.224 3.924 -0.346
23 O -0.365 5.102 0.233
24 C -1.556 4.970 0.936
25 O -2.256 3.928 0.980
26 C -1.997 6.211 1.672
27 F -1.112 7.212 1.569
28 F -3.140 6.566 1.163
29 F -2.226 5.997 2.942
30 H 2.191 4.843 -0.850
31 H 1.009 5.132 -2.047
32 H 1.544 3.509 -1.950
33 H 0.597 3.275 0.446
34 H -0.411 3.482 -1.113
35 C -8.068 2.954 -5.606
36 C -7.406 2.461 -4.295
37 O -6.089 2.174 -4.525
38 C -5.257 1.899 -3.493
39 O -5.581 1.835 -2.330
40 C -3.808 1.823 -3.997
41 F -3.575 1.393 -5.251
42 F -3.336 3.024 -3.904
43 F -3.099 1.049 -3.193
44 H -8.011 2.244 -6.432
45 H -7.662 3.876 -6.023
46 H -9.147 3.097 -5.556
47 H -7.920 1.570 -3.934
48 H -7.509 3.198 -3.499
49 C -4.086 0.025 0.143
50 C -4.880 0.925 1.129
51 O -5.237 0.088 2.252
52 C -4.420 -0.042 3.298
53 O -3.248 0.352 3.312
54 C -5.077 -0.755 4.506
55 F -4.313 -1.797 4.757
56 F -5.129 0.093 5.508
57 F -6.292 -1.147 4.224
58 H -4.658 -0.834 -0.208
59 H -3.093 -0.112 0.573
60 H -3.878 0.691 -0.694
61 H -5.773 1.185 0.562
62 H -4.291 1.761 1.508
63 C 8.330 3.387 -0.584
64 C 6.964 3.419 -1.343
65 O 6.058 2.568 -0.661
66 C 4.761 2.378 -1.056
67 O 4.143 3.087 -1.852
68 C 4.003 1.359 -0.187
69 F 3.685 0.323 -0.969
70 F 4.642 0.954 0.848
71 F 2.875 1.864 0.232
72 H 9.044 4.045 -1.078
73 H 8.742 2.378 -0.568
74 H 8.267 3.658 0.470
75 H 7.225 3.170 -2.372
76 H 6.666 4.465 -1.414
77 C 3.792 -1.377 -3.828
78 C 4.711 -0.233 -4.351
79 O 4.531 -0.254 -5.781
80 C 5.266 -1.155 -6.557
81 O 5.955 -2.075 -6.078
82 C 5.013 -0.984 -8.081
83 F 5.206 0.311 -8.376
84 F 5.862 -1.651 -8.863
85 F 3.821 -1.335 -8.406
86 H 3.795 -1.552 -2.752
87 H 4.196 -2.304 -4.236
88 H 2.735 -1.330 -4.088
89 H 5.739 -0.407 -4.034
90 H 4.401 0.701 -3.881
91 C -1.130 -2.906 4.619
92 C -1.073 -1.864 5.773
93 O -0.091 -2.115 6.768
94 C 1.102 -1.472 6.780
95 O 1.515 -0.657 5.945
96 C 1.970 -1.760 8.079
97 F 1.612 -2.941 8.624
98 F 3.268 -1.871 7.759
99 F 1.776 -0.758 8.890
100 H -1.894 -2.704 3.868
101 H -1.374 -3.885 5.031
102 H -0.190 -2.989 4.073
103 H -1.968 -1.836 6.395
104 H -1.074 -0.827 5.437
105 C -0.761 -7.485 -0.212
106 C 0.287 -7.965 0.768
107 O 1.331 -7.014 0.876
108 C 1.277 -6.044 1.821
109 O 0.327 -5.918 2.648
110 C 2.337 -4.979 1.535
111 F 1.672 -3.912 1.132
112 F 2.940 -4.634 2.672
113 F 3.207 -5.464 0.667
114 H -1.716 -7.992 -0.074
115 H -0.348 -7.580 -1.216
116 H -1.030 -6.432 -0.125
117 H 0.685 -8.956 0.550
118 H -0.230 -8.164 1.707
119 C 0.566 -0.811 -6.437
120 C 0.801 0.467 -7.306
121 O 0.196 1.624 -6.905
122 C 0.735 2.440 -5.948
123 O 1.718 2.132 -5.191
124 C 0.117 3.875 -5.917
125 F -0.612 3.992 -4.716
126 F 1.047 4.837 -5.919
127 F -0.849 4.137 -6.816
128 H 1.217 -1.627 -6.752
129 H -0.450 -1.196 -6.358
130 H 0.997 -0.553 -5.470
131 H 0.428 0.188 -8.291
132 H 1.890 0.486 -7.330
133 C -1.507 2.224 5.055
134 C -2.493 3.338 5.319
135 O -3.292 2.941 6.400
136 C -3.908 3.886 7.230
137 O -3.869 5.123 7.030
138 C -4.508 3.242 8.516
139 F -3.510 3.154 9.356
140 F -5.472 4.006 9.017
141 F -4.927 2.005 8.257
142 H -1.910 1.220 5.182
143 H -0.624 2.381 5.675
144 H -1.094 2.395 4.060
145 H -3.130 3.655 4.492
146 H -1.821 4.176 5.502
147 C -0.075 0.489 2.163
148 C 0.650 -0.735 1.489
149 O 0.925 -0.530 0.117
150 C -0.127 -0.766 -0.820
151 O -1.282 -1.198 -0.666
152 C 0.404 -0.679 -2.316
153 F 1.112 -1.748 -2.585
154 F -0.571 -0.495 -3.215
155 F 1.242 0.358 -2.479
156 H -1.044 0.692 1.706
157 H 0.663 1.276 2.316
158 H -0.406 0.079 3.117
159 H 0.006 -1.609 1.589
160 H 1.557 -1.073 1.991


3.
C46H57IN7NdO2S4Si | ωB97M-V/def2-TZVPD

Max |F| in Eh/bohr: 0.025
Charge: -2
E_LUMO (alpha / beta) in eV: 3.89 / 3.89
Energy relative to the best compared isomer or geometry (same formula, charge and spin) in kcal per mole: 0.0
Multiplicity: 4
Orbital gap (alpha / beta) in eV: 6.1 / 6.1

Cartesian coordinates (Å):
1 Nd 0.207 0.014 -0.182
2 N -0.865 -1.911 -1.825
3 C -1.488 -3.224 -1.641
4 C -0.722 -4.049 -0.598
5 C -1.395 -4.175 0.770
6 C -1.839 -2.872 1.429
7 N -0.792 -1.860 1.568
8 H -1.517 -1.288 -2.294
9 H -0.040 -1.991 -2.417
10 H -1.518 -3.777 -2.590
11 H -2.518 -3.074 -1.324
12 H 0.253 -3.583 -0.477
13 H -0.578 -5.066 -0.979
14 H -0.710 -4.713 1.437
15 H -2.296 -4.791 0.664
16 H -2.278 -3.133 2.403
17 H -2.626 -2.430 0.827
18 H -0.100 -2.145 2.258
19 H -1.240 -1.021 1.942
20 S 2.166 -0.827 -2.400
21 C 2.242 0.571 -3.412
22 C 3.412 0.790 -4.146
23 C 3.519 1.780 -5.119
24 C 4.734 1.951 -5.832
25 N 5.736 2.083 -6.386
26 C 2.397 2.594 -5.380
27 C 1.256 2.437 -4.597
28 C 1.152 1.478 -3.586
29 S -0.299 1.446 -2.637
30 C 2.413 3.556 -6.422
31 N 2.395 4.339 -7.268
32 H 4.259 0.143 -3.958
33 H 0.401 3.076 -4.781
34 I -0.700 2.307 1.609
35 C 1.590 5.243 -2.531
36 C 2.835 5.235 -1.651
37 C 3.235 3.827 -1.218
38 S 1.963 3.115 -0.088
39 O 2.068 1.637 -0.306
40 C 2.899 3.349 1.469
41 C 3.013 4.800 1.915
42 C 1.650 5.476 2.067
43 H 1.346 6.261 -2.840
44 H 0.735 4.834 -1.992
45 H 1.754 4.643 -3.423
46 H 2.645 5.848 -0.764
47 H 3.669 5.687 -2.196
48 H 4.207 3.819 -0.723
49 H 3.266 3.141 -2.067
50 H 3.872 2.887 1.299
51 H 2.351 2.753 2.202
52 H 3.627 5.367 1.209
53 H 3.530 4.815 2.878
54 H 1.130 5.532 1.111
55 H 1.766 6.489 2.457
56 H 1.016 4.907 2.746
57 C 2.880 -4.964 -0.754
58 C 3.275 -4.009 0.379
59 C 3.011 -4.649 1.751
60 C 4.750 -3.613 0.252
61 C 2.456 -2.801 0.318
62 N 1.781 -1.877 0.305
63 H 3.504 -5.858 -0.699
64 H 3.033 -4.486 -1.722
65 H 1.834 -5.258 -0.676
66 H 3.595 -5.567 1.851
67 H 1.953 -4.893 1.867
68 H 3.305 -3.953 2.535
69 H 5.380 -4.482 0.455
70 H 4.972 -2.830 0.972
71 H 4.966 -3.244 -0.750
72 C 5.000 0.019 6.774
73 C 4.715 -0.572 5.419
74 C 5.598 -1.468 4.816
75 C 5.198 -1.953 3.580
76 N 4.066 -1.628 2.984
77 C 3.261 -0.729 3.626
78 S 1.790 -0.248 2.936
79 N 3.589 -0.205 4.840
80 H 5.943 -0.351 7.176
81 H 4.189 -0.232 7.457
82 H 5.034 1.107 6.700
83 H 6.529 -1.778 5.272
84 H 5.840 -2.656 3.046
85 O -2.297 -0.025 -0.203
86 Si -3.863 -0.021 -0.201
87 C -4.839 1.612 -0.141
88 C -6.124 1.684 -0.681
89 C -6.917 2.811 -0.516
90 C -6.437 3.898 0.201
91 C -5.155 3.853 0.730
92 C -4.369 2.721 0.562
93 C -4.597 -0.798 1.391
94 C -3.925 -0.498 2.580
95 C -4.319 -1.035 3.795
96 C -5.427 -1.870 3.859
97 C -6.145 -2.134 2.702
98 C -5.728 -1.607 1.485
99 C -4.483 -0.839 -1.813
100 C -5.091 -2.085 -1.958
101 C -5.394 -2.602 -3.212
102 C -5.062 -1.891 -4.355
103 C -4.445 -0.653 -4.237
104 C -4.171 -0.136 -2.980
105 H -6.508 0.837 -1.240
106 H -7.912 2.836 -0.948
107 H -7.059 4.776 0.340
108 H -4.760 4.698 1.281
109 H -3.369 2.694 0.981
110 H -3.070 0.172 2.545
111 H -3.754 -0.815 4.693
112 H -5.733 -2.311 4.801
113 H -7.031 -2.759 2.744
114 H -6.300 -1.840 0.594
115 H -5.332 -2.670 -1.078
116 H -5.886 -3.565 -3.295
117 H -5.266 -2.306 -5.335
118 H -4.176 -0.089 -5.121
119 H -3.688 0.832 -2.891


| no. | total energy (eV) |
| --- | --- |
| 1 | -147290.8175 |
| 2 | -188802.5117 |
| 3 | -137759.6893 |